Formula: C11H8N2O4STi
Source: OMol25
Level of theory: ωB97M-V with the def2-TZVPD basis set

The spin multiplicity is 2. The highest occupied orbital energy (spin up / spin down) is -19.34 / -19.19 eV. As for the total charge: +3. For the total energy, the calculation gives -56623.2196 eV. The value obtained for the HOMO-LUMO gap (spin up / spin down) is 0.178 / 0.145 Eh.

Positions of all 27 atoms, in Å:
Ti: 0.00936 -0.37728 -1.61205
O: -0.08060 2.76398 -2.14916
C: -0.04909 1.60919 -2.03404
C: -0.24061 -2.36495 -2.10469
O: -0.43643 -3.50129 -2.32839
C: 1.89822 -0.15906 -2.39468
O: 2.98532 -0.00495 -2.77324
C: -1.98766 -0.30289 -1.99121
O: -3.14066 -0.24320 -2.13067
H: -0.24268 0.05424 -4.15022
H: -0.24155 -0.72311 -4.17449
N: 2.17169 -2.12642 0.01163
C: 1.42886 -1.34116 0.84550
N: 0.43666 -0.57742 0.35591
C: -0.19148 0.27912 1.29552
C: -1.23378 1.17214 0.99949
C: -1.66045 1.98503 2.06510
C: -1.05647 1.85653 3.32410
C: -0.02194 0.94979 3.58584
C: 0.42266 0.14160 2.54765
S: 1.77030 -1.07112 2.54561
H: 2.77826 -2.73859 0.52197
H: 1.75032 -2.49150 -0.87345
H: -1.70730 1.22706 -0.00277
H: -2.46729 2.71029 1.92186
H: -1.38181 2.48247 4.16880
H: 0.48817 0.79150 4.53009